[1]
{
  "formula": "C22H34N4O2S",
  "method": "ωB97M-V with the def2-TZVPD basis set",
  "elements": ["H", "N", "H", "N", "H", "H", "C", "C", "H", "C", "H", "H", "H", "H", "H", "S", "C", "H", "C", "H", "C", "C", "N", "H", "H", "C", "H", "C", "H", "H", "H", "H", "C", "C", "H", "H", "H", "C", "C", "H", "C", "H", "C", "H", "H", "O", "C", "C", "C", "H", "H", "H", "H", "H", "C", "C", "C", "H", "H", "C", "O", "H", "N"],
  "positions_angstrom": [[3.024, -4.013, 1.102], [-1.677, 0.694, -1.253], [1.053, -4.323, 2.396], [-0.219, 0.925, 0.522], [-3.526, 1.433, -7.095], [-5.518, 0.112, -1.751], [-0.343, -0.487, 0.820], [0.302, -1.385, -0.253], [0.316, 0.764, 3.251], [-0.766, 1.465, -0.604], [-4.351, 0.782, -0.609], [4.596, 0.220, 3.468], [-0.419, -1.649, -1.044], [-5.298, 0.667, -3.991], [-0.694, -3.910, -0.089], [-0.386, 2.989, -1.132], [3.240, 1.582, 4.453], [-0.513, 1.641, -3.448], [-3.531, 1.380, -4.954], [2.614, -2.511, -0.797], [1.262, 2.658, 3.565], [2.473, -4.399, 0.231], [2.617, 2.174, 3.404], [1.113, -0.822, -0.721], [-0.172, -5.461, 1.759], [0.558, -4.696, 1.487], [-2.118, -0.041, -0.719], [-2.295, 0.960, -2.486], [2.971, 3.189, 1.637], [2.257, 0.219, 1.552], [3.156, -4.945, -0.421], [-4.509, 2.679, -6.333], [1.838, -3.226, -0.516], [0.288, 1.759, 2.802], [-0.726, 2.150, 2.894], [-1.394, -0.755, 0.985], [0.184, -0.676, 1.754], [0.699, 1.714, 1.328], [4.627, 1.025, 4.199], [2.455, 1.288, 0.150], [-4.204, 1.634, -6.269], [5.003, 0.631, 5.140], [-1.564, 1.436, -3.566], [4.089, 1.853, 1.950], [-1.599, 2.029, -5.612], [2.721, 1.524, 5.551], [2.151, 1.246, 1.197], [-3.655, 0.671, -2.637], [-2.180, 1.651, -4.783], [1.351, -3.602, -1.433], [-4.156, -0.869, -1.220], [5.298, 1.805, 3.849], [0.634, 2.732, 0.927], [-0.819, -3.046, 1.469], [3.050, 2.168, 2.028], [-4.246, 0.885, -3.872], [-4.464, 0.144, -1.486], [1.204, 3.683, 3.183], [1.034, 2.656, 4.632], [-0.126, -3.527, 0.778], [1.500, -5.324, 0.653], [-5.091, 1.015, -6.379], [0.883, -2.565, 0.360]],
  "atomic_forces_ev_per_a": [[-0.003, -0.024, -0.082], [-0.080, -0.546, 0.518], [-0.069, -0.038, -0.043], [-0.309, 0.070, -0.367], [-0.009, -0.013, -0.097], [-0.056, -0.041, 0.026], [-0.054, -0.259, -0.217], [0.017, -0.035, 0.167], [-0.029, -0.052, 0.072], [0.100, 0.249, 0.307], [-0.022, -0.011, 0.096], [0.059, -0.039, -0.115], [0.105, 0.012, 0.026], [-0.121, -0.038, -0.006], [-0.018, 0.043, 0.037], [0.130, 0.668, -0.297], [0.344, -0.041, -0.042], [0.040, -0.009, 0.001], [-0.049, -0.059, 0.034], [0.003, -0.017, -0.041], [-0.320, -0.132, 0.330], [0.159, 0.273, -0.278], [-0.195, 0.295, -0.103], [-0.061, 0.024, -0.017], [0.020, 0.084, 0.040], [-0.355, 0.179, 0.096], [0.160, 0.012, -0.018], [-0.279, 0.099, -0.547], [0.083, -0.052, -0.011], [0.051, -0.125, 0.020], [0.012, 0.080, 0.047], [-0.056, 0.046, -0.090], [0.123, -0.249, 0.177], [0.126, 0.195, -0.176], [-0.067, -0.008, -0.012], [0.057, -0.022, 0.099], [-0.088, -0.013, -0.034], [0.197, 0.102, 0.382], [-0.097, -0.018, 0.242], [-0.006, -0.025, -0.081], [-0.006, 0.085, 0.032], [-0.046, 0.013, -0.012], [0.022, -0.109, -0.021], [-0.031, 0.084, 0.021], [0.074, 0.032, -0.103], [-0.041, -0.137, 0.346], [-0.105, 0.333, -0.072], [0.220, 0.080, 0.194], [-0.082, -0.068, 0.099], [0.044, 0.025, 0.003], [-0.043, -0.075, 0.096], [0.079, 0.012, -0.104], [0.050, -0.254, 0.141], [-0.065, -0.035, 0.013], [0.114, -0.295, -0.262], [0.145, 0.057, -0.144], [0.077, 0.057, -0.070], [-0.002, -0.008, 0.017], [0.020, 0.091, -0.182], [0.199, -0.232, 0.188], [-0.049, -0.152, -0.082], [-0.058, -0.023, -0.068], [0.040, -0.047, -0.069]],
  "gap_ev": 8.376,
  "e_tot_ev": -44257.2695,
  "smiles": "CC(=O)N1CCC(N(CCN2CCOCC2)C(=S)Nc2ccc(C)cc2C)CC1"
}

[2]
{
  "formula": "C5H4N2O2S",
  "method": "ωB97M-V with the def2-TZVPD basis set",
  "elements": ["H", "H", "C", "H", "O", "N", "C", "C", "O", "N", "S", "H", "C", "C"],
  "positions_angstrom": [[2.687, 1.330, 2.286], [-1.583, -0.646, -2.740], [1.044, 0.763, 1.515], [-0.365, 1.260, -2.788], [2.273, 0.913, 1.262], [0.412, 1.087, -0.801], [-0.190, 0.738, -1.949], [0.272, 0.370, 0.273], [0.477, 0.901, 2.587], [-1.197, -1.185, -0.812], [-0.649, -1.794, 1.754], [-1.607, -2.520, 1.029], [-0.491, -0.832, 0.268], [-1.085, -0.384, -1.884]],
  "atomic_forces_ev_per_a": [[-1.572, -1.850, -4.339], [-1.463, -0.754, -1.856], [-4.077, -0.291, 0.426], [0.757, 2.647, -2.699], [4.789, 2.476, 4.349], [0.598, 1.439, -1.787], [-2.550, -4.182, 4.615], [-0.116, -1.754, 0.083], [0.864, -0.025, -0.551], [0.418, 0.622, -0.029], [-1.271, -0.609, -1.643], [0.961, 0.307, 1.080], [-0.265, 0.908, 0.239], [2.927, 1.066, 2.112]],
  "gap_ev": 9.147,
  "e_tot_ev": -23158.6785,
  "smiles": "O=C(O)c1nccnc1S"
}

[3]
{
  "formula": "C11H27MgO4",
  "method": "ωB97M-V with the def2-TZVPD basis set",
  "elements": ["O", "H", "H", "H", "H", "H", "H", "C", "H", "O", "H", "O", "H", "H", "H", "H", "H", "H", "C", "C", "H", "H", "H", "C", "H", "O", "H", "C", "C", "C", "H", "H", "C", "H", "H", "H", "C", "Mg", "H", "C", "H", "C", "H"],
  "positions_angstrom": [[-0.759, 2.153, 0.422], [-4.316, -1.066, -3.523], [-1.080, 4.455, -1.099], [0.480, 3.716, -1.289], [-2.591, -1.171, -5.086], [-3.304, -3.374, 3.822], [0.429, 3.584, 1.411], [4.370, 0.158, 1.233], [4.098, 2.726, 0.014], [3.533, 0.291, -1.015], [-1.627, -4.579, 2.492], [-1.063, -1.603, -3.819], [-2.492, 0.944, -2.971], [-3.538, -2.579, -3.264], [-1.306, -3.982, 4.984], [-1.261, 4.010, 1.147], [-2.753, -1.864, 3.079], [5.300, 0.333, 1.774], [4.637, 0.624, -0.205], [-0.399, 3.511, 0.705], [-0.696, -2.416, 4.467], [5.417, 2.505, -1.088], [-3.538, -3.137, 2.045], [-2.167, 0.568, -3.941], [5.692, 2.159, 0.655], [-0.557, -2.922, 1.765], [-3.235, -1.393, -2.068], [-2.906, -2.930, 2.909], [-0.138, 4.270, -0.583], [-2.335, -0.934, -4.053], [0.223, -3.917, 4.357], [4.357, -0.931, 1.220], [-3.395, -1.505, -3.140], [-2.767, 1.082, -4.692], [5.444, 0.005, -0.597], [3.426, 0.515, 1.645], [4.980, 2.113, -0.169], [0.404, -0.649, -0.670], [-1.153, 0.949, -4.064], [-0.757, -3.470, 4.193], [-1.652, 2.083, 0.765], [-1.445, -3.524, 2.698], [0.437, 5.189, -0.464]],
  "atomic_forces_ev_per_a": [[-0.027, 0.038, 0.214], [-0.604, 0.222, 0.714], [0.027, 0.209, 0.026], [0.007, -0.443, 0.147], [-0.235, -0.120, -0.358], [-0.259, -0.055, -0.098], [0.102, -0.339, -0.097], [1.156, -1.124, -0.610], [-0.115, -0.159, 0.337], [-0.619, 0.222, 0.031], [0.219, -0.462, -0.376], [-1.129, 1.221, 0.631], [-0.163, -0.049, 0.292], [0.373, -0.094, -0.321], [-0.807, 0.005, -0.065], [0.007, -0.086, 0.437], [-0.364, 0.192, -0.139], [-0.304, 0.600, 0.840], [-2.800, -0.453, -0.392], [-0.114, 0.768, -0.506], [0.083, 0.118, 0.034], [0.167, -0.222, -0.075], [-0.028, 0.174, 0.042], [-0.421, 0.858, 0.035], [0.176, 0.815, -0.030], [-1.434, -0.301, 0.743], [0.084, 0.634, -0.038], [1.865, -0.095, -0.240], [0.498, -0.255, -0.676], [3.487, -1.643, 1.215], [0.336, 0.124, -0.967], [-0.522, -0.152, -0.108], [-0.758, -0.233, -0.780], [-0.244, 0.178, -0.048], [0.752, 0.162, 0.068], [0.310, 0.367, 0.142], [0.261, -0.450, -0.152], [0.425, -0.394, -0.239], [0.167, -0.585, -0.196], [-0.636, 0.048, -0.866], [-0.016, -0.543, -0.093], [1.462, 1.077, 1.121], [-0.365, 0.226, 0.405]],
  "gap_ev": 4.371,
  "e_tot_ev": -25473.0183,
  "charge": -1
}